The following is a DFT calculation (wB97M-V/def2-TZVPD) of C20H27NO in the gas phase.

Geometry (Å):
O1 -2.65 -4.28 2.79
N1 -0.53 2.20 -1.15
C1 5.19 0.87 -0.11
C2 3.93 1.37 0.15
C3 -0.53 0.52 0.71
C4 -2.80 -3.31 1.84
C5 -1.89 -5.42 2.47
C6 0.86 2.17 -1.56
C7 3.87 2.38 -2.02
C8 5.13 1.88 -2.28
C9 -3.78 -1.18 1.32
C10 1.87 2.67 -0.50
C11 1.89 4.20 -0.44
C12 -3.57 -2.21 2.21
C13 3.25 2.13 -0.80
C14 -1.11 0.97 -0.63
C15 -2.25 -3.36 0.56
C16 -2.63 1.18 -0.54
C17 -3.23 -1.21 0.04
C18 5.80 1.12 -1.33
C19 -3.45 -0.06 -0.91
C20 -2.48 -2.31 -0.32
H1 -1.06 -0.36 1.07
H2 -1.91 -6.05 3.36
H3 3.46 1.16 1.10
H4 5.70 0.28 0.63
H5 -2.04 -2.36 -1.31
H6 -0.85 -5.16 2.24
H7 6.78 0.73 -1.54
H8 -4.51 0.21 -0.90
H9 3.37 2.96 -2.77
H10 -3.99 -2.19 3.20
H11 -0.62 1.31 1.45
H12 2.23 4.62 -1.39
H13 0.90 4.59 -0.23
H14 -0.70 2.97 -0.51
H15 5.60 2.08 -3.23
H16 0.95 2.81 -2.45
H17 -2.90 1.98 -1.24
H18 1.11 1.15 -1.85
H19 -0.90 0.20 -1.38
H20 -1.66 -4.19 0.24
H21 1.56 2.29 0.48
H22 -2.89 1.51 0.47
H23 -3.19 -0.37 -1.92
H24 2.57 4.54 0.34
H25 0.52 0.25 0.60
H26 -4.39 -0.33 1.62
H27 -2.32 -5.97 1.63

Computed properties:
SMILES	COc1ccc(CC[C@H](C)NC[C@H](C)c2ccccc2)cc1
strongest force on any atom	0.42	eV/Å
HOMO	-8.24	eV